# 1
# C7H16N

An isolated ion of composition C7H16N and charge +1 in a non-equilibrium geometry (wB97M-V/def2-TZVPD, OMol25).

The molar mass comes out at 114.2 g/mol. For the total energy, the calculation gives -9000.482 eV. Its SMILES is C/C=C/CCCC[NH3+]. As for the total charge: +1.

CARTESIAN COORDINATES (ANGSTROEM)
C -1.1893 0.8192 -1.8214
C -0.1491 0.9990 -0.7604
C -0.7285 1.1563 0.6715
C -0.3949 -0.0379 1.5858
C 0.9498 -0.7395 1.3733
C 0.9630 -2.0694 1.2970
C 2.1744 -2.8650 1.6718
N -1.2665 2.0801 -2.7899
H -1.2001 -0.0263 -2.5105
H -2.2141 0.8339 -1.4419
H 0.4623 0.0780 -0.8345
H 0.6903 1.6602 -1.0075
H -1.8026 1.3303 0.5803
H -0.3007 2.0795 1.0793
H -1.1889 -0.7426 1.3540
H -0.4732 0.2253 2.6421
H 1.8111 -0.0813 1.3785
H 0.0641 -2.6325 1.0858
H 1.9614 -3.9195 1.8188
H 3.0305 -2.6482 1.0207
H 2.5454 -2.5284 2.6505
H -2.2357 2.1430 -3.0571
H -0.8112 2.8819 -2.3475
H -0.6976 2.0039 -3.6386

Atomic forces in eV per Å
-1.221 1.400 -1.407
0.981 -1.800 0.132
1.243 0.974 -0.308
-0.092 -0.238 -1.105
-1.885 0.440 -0.159
0.936 0.270 0.469
0.794 0.397 0.328
1.427 -1.056 0.137
0.760 -0.062 0.199
0.250 -0.088 0.463
-0.461 -0.071 0.516
-0.657 0.702 -0.143
0.016 -0.117 0.303
-0.146 -0.099 0.085
-0.012 -0.519 0.396
-0.121 0.154 -0.104
0.395 -0.389 0.507
-0.323 0.165 0.338
0.165 -0.123 -0.541
-0.211 -0.576 -0.193
-0.291 0.013 -0.115
-0.318 0.968 -0.147
-1.008 0.255 0.384
-0.220 -0.601 -0.036

---

# 2
# C16H20MgN2O3S

C16H20MgN2O3S as an isolated structure in a non-equilibrium geometry (wB97M-V/def2-TZVPD, OMol25).

The molar mass comes out at 344.7 g/mol. For the total energy, the calculation gives -42292.737 eV. As for the total charge: +2.

CARTESIAN COORDINATES (ANGSTROEM)
C -1.0962 -4.7676 -1.5053
C -0.0926 -3.7578 -2.0748
C -0.5308 -2.4039 -1.4689
C 0.5047 -1.2966 -1.4747
O -0.0957 -0.0136 -1.4710
C 0.1634 0.6724 -0.2845
C 1.5256 0.8215 0.0761
C 1.9282 1.4587 1.2140
C 3.3608 1.6649 1.5456
C 3.8476 2.9765 0.9375
C 2.9418 4.2614 1.2783
O 3.1875 3.4903 -0.0699
C 0.9003 1.9317 2.0720
N 1.0890 2.5449 3.2331
S -0.3799 2.8974 3.7797
N -1.2727 2.3255 2.6023
C -0.4548 1.7893 1.6969
C -0.8699 1.1753 0.4789
C -2.3626 1.2717 0.2322
C -3.0624 0.2680 -0.6357
C -3.5645 -0.9858 0.0488
O -4.3992 0.1982 -0.4472
H -0.6405 -5.7034 -1.2159
H -1.5844 -4.3339 -0.6169
H -1.8351 -5.0402 -2.2915
H 0.9065 -4.0128 -1.7519
H -0.1571 -3.6316 -3.1463
H -0.7271 -2.5983 -0.4201
H -1.4470 -2.0714 -2.0246
H 1.0968 -1.4716 -0.5836
H 1.1541 -1.3957 -2.3391
H 2.2701 0.4315 -0.5981
H 4.0105 0.9278 1.0810
H 3.5396 1.7495 2.6088
H 4.9137 3.1413 0.9351
H 2.5745 5.1480 0.7617
H 3.8988 4.7844 1.5665
H -2.6556 2.2244 -0.1958
H -2.8429 1.1134 1.1895
H -2.7031 0.1445 -1.6453
H -4.1771 -1.7343 -0.5178
H -3.9683 -0.9789 1.0512
Mg -2.8943 -3.2150 -1.6105

Atomic forces in eV per Å
-0.198 0.137 -1.414
-0.811 1.070 0.863
0.649 -0.869 0.013
-0.133 0.577 -0.787
-0.096 -0.555 0.247
-0.876 0.465 0.560
0.150 0.182 0.380
-0.097 -0.564 -0.010
0.574 0.774 -0.621
-2.421 -1.044 1.312
2.285 0.489 -0.144
1.067 0.788 -1.571
0.619 -0.215 -0.621
-0.492 0.152 0.683
0.636 0.148 0.188
-0.799 -0.107 -0.077
0.014 0.282 -0.014
0.221 -0.084 -0.370
0.318 -1.010 -0.262
1.527 -0.236 0.249
-2.730 1.207 -0.655
-0.162 -0.619 -0.357
-0.281 -0.387 0.259
0.163 -0.555 0.695
-0.150 -0.324 0.006
0.279 0.018 -0.083
0.360 -0.530 -0.327
-0.679 0.274 0.412
0.155 0.742 -0.227
0.257 0.096 0.140
0.051 0.037 -0.259
0.173 0.021 -0.189
-0.062 -0.556 0.201
0.032 -0.345 0.267
0.419 0.094 0.358
-1.667 -0.221 0.790
0.008 0.386 -0.805
0.092 0.462 0.241
-0.142 0.671 0.364
0.043 -0.029 -0.498
0.347 -0.842 -0.389
1.186 -0.673 0.713
0.171 0.694 0.739

---

# 3
# C25H28N8O4S2

One molecule with the formula C25H28N8O4S2 in a non-equilibrium geometry (wB97M-V/def2-TZVPD, OMol25).

The molar mass comes out at 568.7 g/mol. For the total energy, the calculation gives -68139.683 eV. Its SMILES is O=C(CSc1nc2ccc(Nc3nc(N4CCOCC4)nc(N4CCOCC4)n3)cc2s1)NCc1ccco1.

CARTESIAN COORDINATES (ANGSTROEM)
O 6.9414 -1.4268 5.0704
C 6.3943 -0.6907 4.0867
N 5.1210 -0.3711 3.9872
H 4.8561 0.1253 3.2372
C 4.2566 -0.7847 4.9098
C 3.3721 -1.8012 4.1363
C 2.0745 -1.6415 3.7807
C 1.9340 -2.6444 2.5461
C 3.0860 -3.4122 2.5513
O 3.8729 -2.8735 3.4418
H 3.3290 -4.4966 1.9871
H 1.1118 -2.8964 1.9915
H 1.4354 -0.6443 3.8426
H 3.5880 -0.3713 5.4273
H 4.8281 -1.5682 5.5731
C 7.3128 -0.2850 3.0892
H 6.8781 0.8303 2.6710
H 8.3633 -0.1859 3.2982
S 7.1654 -1.5100 1.4631
C 5.5755 -1.3361 1.0970
N 4.8866 -0.2487 1.3551
C 3.6356 -0.5510 0.8596
C 2.5047 0.3551 0.9152
C 1.3380 0.1316 0.3303
C 1.4116 -0.7773 -0.9831
C 2.2773 -1.6347 -0.9639
C 3.4597 -1.2746 -0.0772
S 4.9793 -2.4561 -0.3193
H 2.2859 -2.4973 -1.4732
N 0.0586 -0.9830 -1.4213
C -0.9085 -0.2386 -1.8427
N -1.7095 -0.6279 -2.6676
C -2.8838 0.0187 -2.9260
N -3.0607 1.3816 -2.3230
C -2.1242 1.7537 -1.4887
N -1.0841 0.8343 -1.2772
N -2.2174 3.0447 -1.1921
C -1.5509 3.3277 0.1464
H -0.5354 2.7970 0.0671
C -2.1402 3.3817 1.3386
H -1.7843 4.0517 2.1788
O -3.3758 4.1083 1.3220
C -4.1594 3.7777 0.2268
H -5.0826 4.5250 0.1994
C -3.3707 3.6711 -1.2499
H -4.2591 3.2947 -2.0096
H -3.3587 4.7984 -1.5024
H -4.6958 2.8906 0.4729
H -2.4217 2.5238 1.4828
H -1.0169 4.3893 -0.2603
N -3.7212 -0.4181 -3.8820
C -3.6631 -1.7636 -4.3840
H -2.8506 -2.1812 -4.1639
C -5.0104 -2.5054 -3.7196
H -5.1137 -3.5068 -4.1981
O -6.2232 -2.0613 -4.0710
C -6.0922 -0.4931 -3.6062
H -7.0491 -0.1977 -3.8464
C -4.9887 0.1858 -4.1619
H -5.2232 1.1309 -3.4913
H -5.0661 0.5071 -5.2474
H -6.1933 -0.6557 -2.4604
H -4.8310 -2.6036 -2.7790
H -3.6240 -1.7861 -5.2474
H 0.0688 -1.7445 -1.9686
H 0.4494 0.9694 0.3821
H 2.5378 1.3405 1.7400

Atomic forces in eV per Å
-2.919 3.097 -3.774
3.459 -4.662 5.947
3.722 1.270 1.892
-1.165 2.090 -3.327
2.322 -11.432 -1.126
-2.086 -0.098 -0.856
-1.140 0.551 -4.207
2.152 0.296 3.646
-3.244 -0.907 -1.688
4.395 0.131 2.476
-0.311 3.599 1.808
-2.107 -0.150 -1.175
1.395 -2.571 0.311
-4.541 5.089 4.019
-0.625 2.056 -0.546
-1.138 3.614 -5.610
1.542 -3.042 0.754
0.048 -0.442 0.366
2.886 0.636 2.861
-0.903 1.101 -2.657
0.124 -3.035 0.530
-0.512 10.018 5.762
-0.007 3.594 5.136
-1.268 2.699 -3.938
-10.620 7.853 5.559
8.907 -2.049 2.647
-0.753 -12.453 -11.341
-1.312 3.055 2.684
0.287 -2.966 -1.994
4.979 -2.006 0.970
0.412 2.837 2.449
-7.724 -4.946 -7.948
3.142 3.886 2.072
-2.002 -4.704 -2.711
0.948 -6.073 -4.179
-0.451 10.894 6.036
4.870 -1.876 4.724
9.751 4.632 -10.025
-1.839 0.021 0.647
-2.135 9.400 4.416
1.385 -1.911 -0.891
-0.777 1.356 -0.905
-1.904 1.235 -1.655
2.247 -0.968 -0.375
-9.634 5.015 -0.066
2.837 0.497 1.950
0.943 -1.587 0.088
-0.127 -1.561 -0.164
-2.551 -9.689 3.391
-1.546 -1.834 1.818
0.688 0.671 0.860
-8.321 2.204 13.303
6.441 -3.551 3.031
2.340 -2.778 -8.098
1.232 -0.072 0.650
-0.856 5.546 0.617
-2.908 -6.498 2.283
-1.798 1.361 -1.046
0.454 4.418 0.230
1.609 -0.955 -1.565
-0.072 -0.632 1.243
1.095 0.630 -1.700
0.989 -0.319 6.328
-0.569 0.091 -15.229
-0.175 -3.810 -2.305
2.350 -2.754 -0.155
0.092 -3.113 -2.245

---

Number 1: E_LUMO -3.66 eV. Number 2: E_LUMO -10.74 eV. Number 3: E_LUMO -0.04 eV.